Record 1
A 12-piece molecular cluster, C23H58N13O23S overall, computed with ωB97M-V with the def2-TZVPD basis set.

The geometry in XYZ format:
```
118
Properties=species:S:1:pos:R:3:forces:R:3:lowdin_spin:R:1
S 1.337782 -3.566113 -1.890293 -0.003 -0.050 0.024 0.0078
O -5.973666 4.969485 -3.381777 -0.022 0.196 0.018 0.0000
O -2.102944 -3.240665 0.814069 0.563 -0.187 0.315 0.4855
O -5.505715 3.078528 -4.284623 0.044 -0.150 -0.150 0.0000
O -4.911768 -6.084489 -2.691899 -0.005 0.063 0.129 0.0001
O 10.301908 2.228524 -1.354224 0.221 -0.103 0.131 0.0000
O 13.611767 5.926632 -2.049974 0.146 0.147 -0.062 0.0000
O -7.805077 6.092172 0.542361 -0.181 -0.125 -0.020 0.0000
O 3.965058 3.491061 4.035439 -0.028 0.033 -0.042 0.0000
O -8.659418 -0.972809 2.322585 -0.036 -0.036 -0.232 0.0000
O 2.268475 -2.526704 4.129557 0.025 -0.028 0.167 0.0000
O -5.116961 1.145904 0.357567 -0.029 -0.124 -0.151 0.0001
O 1.004872 0.801312 2.737583 -0.109 -0.012 -0.186 0.0001
O 11.993057 5.082454 -0.916822 -0.202 -0.011 0.124 0.0000
O 1.133487 0.965756 4.873246 -0.083 0.045 0.206 0.0000
O 5.260155 0.639790 1.605383 -0.116 -0.051 0.087 0.0000
O 6.867813 1.612292 0.566182 0.141 0.199 -0.094 0.0000
O -5.528199 3.062476 1.231537 -0.057 0.204 0.033 0.0001
O -6.157118 7.088393 1.496815 0.132 0.085 0.160 0.0000
O 2.189290 -3.432526 2.185700 0.126 -0.106 -0.187 0.0000
O -7.607012 -0.530279 4.141058 0.127 0.047 0.170 0.0000
O -4.867229 -7.068981 -4.602811 0.080 -0.093 -0.180 0.0001
O 9.114769 1.647118 -3.048417 -0.080 -0.128 -0.173 0.0000
O 4.468770 2.371437 5.804061 0.070 -0.033 0.112 0.0000
N 1.617759 0.748319 3.786393 0.194 -0.063 0.026 0.0000
N -6.790731 6.754809 0.521627 0.015 0.007 -0.122 0.0000
N 9.356354 2.359040 -2.099575 -0.081 0.175 0.079 0.0000
N -8.621574 -0.657581 3.488878 -0.087 0.020 0.046 0.0000
N -5.718244 3.782921 -3.325704 -0.013 -0.035 0.125 0.0000
N -5.304647 1.874499 1.309487 0.072 -0.042 0.080 0.0000
N 1.668865 -3.032564 3.203877 -0.194 0.041 0.007 0.0001
N 6.198064 0.640874 0.844113 0.115 -0.100 -0.115 0.0000
N -1.604215 -2.846212 -0.293551 -1.384 0.624 -0.261 0.4020
N -0.912279 -1.235519 -4.185342 -0.121 -0.018 0.204 0.0000
N 4.432131 3.390343 5.150285 -0.021 0.082 -0.042 0.0000
N -5.445337 -6.570035 -3.664842 -0.112 0.002 -0.009 0.0000
N 12.932384 4.997035 -1.675339 0.055 -0.088 -0.082 0.0000
C -1.277670 -1.383502 -0.318097 0.731 0.085 0.085 0.0269
C 8.434688 3.489095 -1.808907 -0.135 0.023 -0.023 0.0000
C -6.932964 -6.555112 -3.723884 -0.046 0.033 0.073 0.0000
C 0.095782 -1.215453 0.377515 0.012 -0.174 0.155 0.0081
C 13.286542 3.652338 -2.209443 -0.093 -0.125 0.008 0.0000
C 2.784175 -2.953033 -1.009927 0.258 -0.121 0.192 0.0007
C -9.922886 -0.400894 4.163685 -0.002 0.003 0.091 0.0000
C 0.826418 -2.052567 -2.741487 0.005 0.298 -0.071 0.0004
C -3.730980 -3.007789 -1.564619 -0.074 0.065 -0.240 0.0202
C 0.191673 -3.151059 3.300597 -0.086 -0.051 0.217 0.0005
C 4.084001 -2.863238 -1.817753 -0.005 0.017 0.408 0.0004
C -5.246458 1.253279 2.657643 -0.012 0.051 0.064 0.0000
C -5.660871 3.144264 -1.982518 -0.017 0.064 0.048 0.0000
C -2.267833 -3.468220 -1.483232 0.338 -0.376 -0.241 0.0275
C -1.210209 -0.869056 -1.764265 -0.018 0.149 -0.097 0.0006
C 5.000691 4.628240 5.750632 0.028 -0.024 0.077 0.0000
C -2.320649 -0.560412 0.448160 0.188 0.081 0.047 0.0115
C 6.574139 -0.641533 0.188219 -0.055 -0.112 0.085 0.0000
C -1.515078 -3.141974 -2.800136 -0.272 0.123 -0.033 -0.0007
C -6.298180 7.180659 -0.816647 0.140 0.059 0.015 0.0000
C -2.230973 -4.988861 -1.286345 0.303 0.017 0.013 0.0014
C 3.056599 0.386948 3.706551 0.059 -0.019 -0.051 0.0000
C -0.709983 -1.833124 -2.842993 0.179 0.003 -0.230 0.0004
H 3.462020 0.385757 4.708637 -0.030 -0.003 0.020 0.0000
H -2.488249 -5.489565 -2.224834 -0.090 0.131 0.184 -0.0004
H -1.906927 -1.097401 -4.338728 0.001 -0.013 -0.013 0.0000
H 7.599267 -0.861100 0.470954 0.029 0.054 -0.044 0.0000
H -6.403249 2.353060 -1.964139 0.037 -0.042 -0.027 0.0000
H 6.500699 -0.489963 -0.884492 0.057 0.028 -0.005 0.0000
H 13.204162 3.716337 -3.290425 0.058 0.000 -0.011 0.0000
H -4.669326 2.721939 -1.859927 -0.013 -0.047 -0.028 0.0000
H -5.866968 3.893591 -1.229959 -0.006 -0.019 0.010 0.0000
H -1.208687 -5.283000 -1.019469 -0.172 0.027 0.001 -0.0004
H -10.506341 -1.313453 4.090588 -0.017 0.009 -0.031 0.0000
H 4.590644 -3.833233 -1.841232 -0.139 0.134 -0.229 0.0000
H -2.260241 -0.760301 1.522668 -0.108 -0.083 -0.218 0.0009
H 4.749943 -2.165245 -1.296403 -0.006 -0.110 -0.222 0.0001
H 14.314214 3.449868 -1.924468 0.018 0.047 -0.023 0.0000
H 3.538035 1.134840 3.085960 -0.069 -0.019 0.037 0.0000
H -4.191619 -3.504484 -2.428247 0.037 0.031 0.238 0.0020
H -4.259557 0.811291 2.762329 -0.009 -0.038 -0.025 0.0000
H 2.901067 -3.651875 -0.173159 0.066 0.196 -0.137 0.0000
H -7.301897 -6.080243 -2.823121 0.004 0.000 0.000 0.0000
H 4.200292 5.360566 5.789610 0.005 0.013 -0.031 0.0000
H -2.913397 -5.315847 -0.500401 0.076 0.053 -0.105 -0.0006
H -3.833180 -1.927730 -1.722358 0.060 -0.174 0.070 0.0003
H -2.289857 -3.068898 -3.574786 0.179 -0.103 0.074 -0.0004
H 12.598019 2.921686 -1.801300 -0.020 0.045 0.035 0.0000
H -7.260787 -7.587046 -3.802259 0.000 -0.002 -0.035 0.0000
H -2.197566 -0.500519 -2.075621 0.089 -0.156 0.089 -0.0002
H -0.504814 -0.304515 -4.209555 0.111 -0.032 -0.025 0.0000
H 5.374693 4.383790 6.737117 -0.003 -0.004 -0.002 0.0000
H 1.224284 -2.037733 -3.760174 -0.066 -0.114 0.129 0.0000
H -0.063682 -4.202130 3.206474 0.035 -0.012 -0.046 0.0003
H -6.009991 0.482094 2.693648 0.046 -0.052 -0.010 0.0000
H 9.021219 4.402751 -1.841577 0.047 -0.024 0.047 0.0000
H 1.282974 -1.211460 -2.202520 -0.078 -0.155 -0.090 0.0000
H 8.042999 3.324374 -0.809715 0.019 0.024 0.010 0.0000
H 0.667427 -0.379861 -0.040587 -0.124 -0.110 0.040 0.0000
H -6.116548 6.283921 -1.401182 -0.069 0.020 -0.062 0.0000
H 3.117077 -0.594854 3.245121 -0.003 0.121 -0.021 0.0000
H -5.392232 7.757668 -0.675780 -0.011 0.006 0.026 0.0000
H -0.019402 -0.990323 1.441208 -0.057 0.041 -0.226 0.0004
H 2.536745 -1.983239 -0.563173 0.020 -0.165 -0.136 0.0000
H -0.233299 -2.604798 2.467635 -0.071 -0.121 -0.034 0.0000
H 3.928065 -2.499054 -2.835650 -0.005 -0.059 0.103 0.0000
H -7.212327 -6.004353 -4.616746 0.000 -0.028 -0.022 0.0000
H -7.083461 7.771151 -1.278277 -0.035 -0.045 -0.009 0.0000
H -4.277979 -3.295212 -0.663645 0.099 0.076 -0.054 0.0029
H -0.114022 -2.740606 4.255729 0.016 -0.010 0.006 0.0000
H -0.882023 -3.984457 -3.089134 -0.054 0.078 0.044 -0.0002
H -9.722298 -0.129399 5.192573 0.005 -0.002 -0.002 0.0000
H -2.067537 0.498182 0.298684 -0.120 -0.148 0.015 0.0006
H -3.337711 -0.736800 0.093961 0.125 0.035 0.051 0.0004
H 7.648638 3.482705 -2.554160 0.009 -0.003 -0.007 0.0000
H 0.681213 -2.137657 0.286741 -0.161 0.278 -0.018 -0.0001
H 5.790866 4.970176 5.089371 -0.020 0.019 -0.021 0.0000
H 5.892953 -1.408969 0.535160 -0.008 0.015 0.019 0.0000
H -0.540115 0.002594 -1.774039 -0.262 -0.033 0.029 0.0003
H -10.410988 0.401745 3.619442 -0.016 -0.020 -0.022 0.0000
H -5.421849 2.029547 3.392289 0.005 0.007 -0.009 0.0000
```
Positions in Å, forces in eV/Å.

As for the expectation value of S²: 0.75. The calculation puts the HOMO energy (alpha / beta) at -7.8 / -8.3 eV. As for the net charge: 0. The calculation puts the HOMO-LUMO gap (alpha / beta) at 7.7 / 8.2 eV. The spin multiplicity is 2. The value obtained for the molar mass is 916.85 g mol⁻¹. For the LUMO energy (alpha / beta), the calculation gives -0.120 / -0.120 eV.



Record 2
A 8-piece molecular cluster, C23H60N5O22P3 overall, computed with ωB97M-V with the def2-TZVPD basis set.

The geometry in XYZ format:
```
113
Properties=species:S:1:pos:R:3:forces:R:3:lowdin_charge:R:1
P -1.776908 -6.663220 -2.018487 -0.536 -0.079 0.673 0.4088
P -1.443237 -2.001320 3.115913 -0.883 0.191 0.402 0.4171
P 2.355283 5.943733 0.264918 -0.627 0.421 -0.317 0.3899
O -0.895838 1.960115 0.714142 0.184 0.437 -0.248 0.0431
O -1.238364 -3.572974 3.335279 0.016 0.204 -0.517 -0.1731
O 3.242491 0.430563 -4.643444 0.011 0.095 0.382 0.0413
O 2.005135 6.689484 1.640744 0.176 -0.812 -0.462 -0.1978
O -1.740972 2.456525 -3.281700 0.371 0.001 -0.084 0.0459
O -0.734767 -1.172411 4.100612 0.093 -0.013 -0.095 -0.2321
O -0.402867 -5.904661 -1.715594 -0.466 -0.163 -0.626 -0.2092
O 3.636768 6.318992 -0.344562 -0.203 -0.134 0.251 -0.2226
O -0.739539 -0.401116 -1.940526 -0.605 -0.316 -0.093 0.0750
O -3.053267 -1.825197 3.205022 1.281 -0.052 -0.588 -0.2050
O 1.240955 -0.962685 -1.334516 0.432 -0.279 -0.251 0.0549
O 3.014569 -1.649349 -5.116505 -0.181 -0.342 0.162 0.0843
O 3.597199 3.386793 -1.997543 0.013 -0.553 0.233 0.0602
O -2.906941 -5.529647 -1.953386 -0.062 -0.836 -0.392 -0.1694
O -1.821375 -7.482184 -3.237206 0.123 0.602 0.515 -0.2240
O -3.025280 4.148709 -2.961063 -0.035 -0.036 0.202 0.0629
O 2.142046 4.403123 0.606813 -0.061 0.548 0.448 -0.1923
O 2.803696 3.303012 -3.986247 -0.106 -0.348 -0.185 0.0533
O -2.545397 3.331114 0.739046 -0.106 0.107 -0.213 0.0750
O -1.100059 -1.783044 1.587388 -0.812 -0.355 0.931 -0.1583
O 1.054784 6.247914 -0.618866 0.429 0.112 0.657 -0.1798
O -1.980069 -7.428912 -0.618558 -0.115 0.070 -0.898 -0.1960
N 2.594729 -0.521750 -5.031480 0.344 0.297 -0.777 -0.4416
N 3.720351 3.236412 -3.195424 0.015 1.352 -0.061 -0.4246
N 0.425464 -0.163390 -1.731555 0.761 0.834 -1.269 -0.4396
N -2.721493 2.984974 -2.804857 -0.521 -0.153 -0.313 -0.4352
N -1.480497 2.928830 1.151281 -0.399 -0.166 0.352 -0.4063
C -3.451919 -5.004575 -0.742147 0.423 0.889 1.049 -0.2509
C -0.969986 -8.346380 -0.180842 0.724 0.638 0.903 -0.2531
C 0.892733 1.216418 -1.985305 0.432 1.303 1.138 0.0424
C 5.089372 3.147552 -3.745638 1.228 -0.557 0.472 0.0457
C 2.404108 8.060537 1.836484 -0.921 0.195 0.046 -0.2570
C 3.107471 3.787005 1.485267 0.345 -0.428 -0.652 -0.2524
C -3.644456 2.099530 -2.026565 -0.056 0.387 -0.088 0.0512
C -0.127367 6.557723 -2.697659 -0.208 0.090 0.731 -0.0592
C 2.774144 2.314519 1.641825 -0.045 0.230 0.557 -0.0633
C -0.101177 -0.846527 1.154117 0.222 0.520 -0.783 -0.2502
C 1.222055 -0.220277 -5.518937 -0.291 0.016 0.180 0.0601
C -0.220572 -7.708742 0.984915 -0.383 0.206 0.458 -0.0773
C -1.043901 -4.084031 4.650686 0.525 -0.063 0.854 -0.2869
C -4.655759 -2.991048 4.527889 -0.358 -0.141 0.661 -0.0733
C 1.403719 8.684801 2.790648 0.141 0.036 -0.036 -0.0768
C 1.068969 5.927046 -2.016272 0.913 -0.017 -1.059 -0.2757
C -3.683931 -1.833962 4.517683 -0.143 -0.121 -1.123 -0.2511
C 1.289108 -1.180824 1.627940 0.527 0.223 -0.048 -0.0563
C 0.058275 -4.942045 -2.702261 0.936 -0.059 0.463 -0.2350
C -0.910586 3.678911 2.302149 0.207 0.002 -0.400 0.0764
C -2.618139 -3.826335 -0.248867 0.173 -0.200 0.013 -0.0665
C 1.033001 -4.073817 -1.922260 -0.472 0.137 -0.051 -0.0650
C -0.761828 -5.573705 4.599548 -0.081 0.147 -0.295 -0.0642
H -1.650544 -6.152886 4.349138 -0.059 0.016 0.116 0.0742
H 1.165805 4.841866 -2.111061 -0.512 0.000 -0.122 0.1014
H -0.153496 -0.853817 0.060939 -0.231 -0.927 1.107 0.0682
H 0.882760 -1.000947 -6.189580 0.115 -0.135 0.125 0.0999
H 2.652532 1.769765 0.708309 0.346 0.268 -0.225 0.0583
H -1.025817 6.105695 -2.276660 -0.216 0.121 -0.368 0.0658
H -4.473839 -4.645053 -0.860719 -0.032 -0.307 -0.792 0.1170
H 1.660645 -3.432945 -2.540208 -0.149 -0.016 -0.173 0.0694
H -4.129631 -3.945047 4.485721 0.008 0.011 -0.197 0.0693
H 1.717632 -2.071515 1.166663 -0.191 0.034 -0.265 0.0814
H 5.275050 3.914569 -4.488808 -0.507 -0.143 -0.261 0.1027
H 1.898606 -0.315685 1.344127 0.183 -0.272 0.026 0.0594
H -0.033924 3.158643 2.665917 -0.019 -0.019 -0.008 0.0831
H -0.263379 -8.584098 -0.976187 -0.210 -0.089 -0.176 0.1156
H -0.360870 0.206510 1.311599 -0.157 -0.727 1.092 0.0875
H 1.771904 1.411649 -1.375133 0.162 -0.413 -0.125 0.0812
H 3.159210 4.322204 2.436051 -0.308 -0.103 0.059 0.1190
H 0.589062 -5.457399 -3.504028 -0.314 -0.185 -0.057 0.1198
H 1.377951 8.118123 3.721323 -0.070 0.106 0.050 0.0769
H 4.094794 3.885366 1.024476 -0.071 0.011 -0.071 0.1171
H 5.820851 3.290710 -2.952353 -0.394 0.134 0.259 0.0973
H -4.193702 -0.871580 4.538103 0.014 -0.042 0.524 0.1203
H -2.488769 -3.064164 -1.019509 -0.078 -0.065 -0.091 0.0826
H 1.685280 -4.724449 -1.341344 0.007 0.015 0.047 0.0832
H -0.654308 4.643600 1.868377 0.048 0.121 0.317 0.1046
H 3.598513 1.889527 2.218510 -0.123 -0.287 -0.071 0.0896
H -2.916201 -1.917683 5.283785 -0.138 0.239 0.165 0.1002
H 3.401799 8.087344 2.269454 0.136 0.005 -0.348 0.1222
H 0.511683 -8.422866 1.368317 0.183 0.260 -0.042 0.0793
H -5.250388 -3.006443 5.447780 0.185 0.125 0.068 0.0800
H 0.442619 -3.445071 -1.256670 0.280 0.057 0.172 0.0559
H -1.699825 3.749442 3.041741 0.025 0.129 0.020 0.1047
H 0.200176 -6.725371 0.771336 0.428 -0.314 -0.505 0.0694
H -0.899941 -7.460959 1.806117 -0.236 -0.435 -0.026 0.0660
H -1.625697 -4.161323 0.056521 -0.010 0.047 0.045 0.0687
H 5.262221 2.134620 -4.103518 -0.369 0.098 -0.419 0.0911
H -0.361877 -5.892050 5.561265 -0.132 -0.090 0.046 0.0789
H -0.792286 -4.386411 -3.094896 0.025 0.040 -0.054 0.1154
H -4.501441 1.852187 -2.649799 0.192 0.021 -0.276 0.1015
H 0.141597 1.897417 -1.596954 -0.316 -0.133 -0.372 0.0767
H -3.491350 -5.773633 0.025413 0.080 -0.159 -0.060 0.1063
H -4.010070 2.696554 -1.199174 0.209 -0.222 0.229 0.0789
H 0.406752 8.717372 2.352634 -0.005 -0.159 -0.004 0.0782
H 1.403540 -1.315456 2.701778 -0.379 0.222 0.109 0.0713
H 0.594317 -0.160705 -4.631504 -0.117 -0.050 -0.093 0.0842
H -1.428309 -9.256074 0.203463 -0.309 -0.021 -0.419 0.1184
H 1.848468 2.135747 2.191130 0.049 0.162 0.141 0.0590
H -1.885542 -3.862666 5.312089 -0.337 -0.157 -0.296 0.1017
H 1.981073 6.310366 -2.490094 0.049 0.141 0.357 0.1153
H -0.017253 -5.801039 3.837335 0.106 0.132 0.000 0.0733
H 2.317687 8.573310 0.877638 0.548 0.059 0.016 0.1184
H 1.244560 0.745612 -6.011127 0.099 0.043 0.069 0.1041
H -0.148978 7.631321 -2.494428 0.049 -0.061 0.279 0.0790
H -3.064246 1.219120 -1.779542 -0.125 -0.013 0.295 0.0857
H -0.112006 6.504344 -3.783578 0.088 -0.569 0.008 0.0813
H -5.387099 -2.931696 3.723754 0.237 0.050 -0.222 0.0800
H 1.146998 1.465880 -3.011278 -0.313 -0.506 -0.199 0.0793
H -0.217558 -3.565461 5.144678 0.188 0.045 -0.364 0.1175
H -3.090084 -3.341750 0.606761 -0.044 -0.105 0.028 0.0685
H 1.694405 9.717156 2.993919 0.063 -0.056 0.119 0.0788
```
Positions in Å, forces in eV/Å.

The calculation puts the HOMO energy at -10.1 eV. As for the net charge: 0. The calculation puts the HOMO-LUMO gap at 10.0 eV. The value obtained for the molar mass is 851.67 g mol⁻¹. The calculation puts the energy above the lowest of the compared OMol25 structures with the same formula, charge and spin at 108.99 kJ/mol. For the LUMO energy, the calculation gives -0.087 eV.



So what do the calculations give for maximum force? Going down the list: 1.54; 1.78 eV/A.